{
  "formula": "C28H41BBrN11O3PTeW",
  "method": "ωB97M-V with the def2-TZVPD basis set",
  "species": ["W", "C", "C", "N", "N", "C", "B", "N", "C", "C", "C", "N", "N", "C", "C", "C", "N", "N", "C", "C", "C", "N", "H", "H", "H", "H", "H", "H", "H", "H", "H", "H", "H", "H", "C", "C", "N", "C", "C", "N", "C", "C", "N", "H", "H", "H", "H", "H", "H", "H", "H", "H", "H", "H", "H", "H", "H", "H", "Br", "C", "C", "C", "C", "C", "C", "H", "H", "H", "H", "C", "C", "O", "P", "O", "Te", "O", "C", "C", "H", "H", "H", "H", "H", "H", "H", "H", "H", "H"],
  "positions_angstrom": [[-0.1163, 0.0597, 0.0765], [1.8171, 2.9642, 2.8923], [0.7314, 2.3715, 2.2897], [1.0850, 1.3122, 1.5294], [2.4558, 1.2644, 1.6419], [2.8975, 2.2308, 2.4471], [3.2328, 0.1722, 0.9058], [2.5651, -1.1642, 1.3220], [3.1568, -2.2249, 1.8755], [2.2305, -3.2457, 1.9727], [1.0779, -2.7073, 1.4473], [1.2567, -1.4128, 1.0847], [2.9449, 0.3340, -0.6106], [3.7908, 0.5734, -1.6222], [3.0538, 0.7548, -2.7794], [1.7372, 0.6267, -2.3756], [1.6748, 0.3973, -1.0595], [4.7150, 0.0974, 1.1313], [5.5815, -0.7862, 0.5541], [6.8426, -0.4930, 0.9918], [6.6621, 0.6103, 1.8489], [5.3965, 0.9597, 1.9285], [1.8186, 3.8126, 3.5518], [-0.2739, 2.7279, 2.4010], [3.9531, 2.3009, 2.6478], [4.1936, -2.1854, 2.1577], [2.3782, -4.2385, 2.3563], [0.1598, -3.2394, 1.2687], [4.8527, 0.6049, -1.4522], [3.4250, 0.9550, -3.7678], [0.8358, 0.6896, -2.9592], [5.2379, -1.5535, -0.1215], [7.7584, -0.9945, 0.7361], [7.4041, 1.1574, 2.4059], [-2.2800, -0.7182, 2.4959], [-1.9008, 0.7380, 2.6585], [-1.7657, 1.2610, 1.2864], [-3.1133, 1.4166, 0.6668], [-3.0524, 0.9779, -0.7731], [-2.1629, -0.2182, -0.8266], [-2.9227, -1.4439, -0.4116], [-2.1247, -2.2610, 0.5860], [-1.3837, -1.3150, 1.4547], [-2.1726, -1.2740, 3.4273], [-3.3108, -0.8407, 2.1736], [-2.6522, 1.2840, 3.2340], [-0.9508, 0.8264, 3.1817], [-1.3823, 2.2073, 1.2616], [-3.8406, 0.8423, 1.2342], [-3.4059, 2.4670, 0.7232], [-4.0317, 0.7151, -1.1746], [-2.6245, 1.7563, -1.3972], [-1.9283, -0.3190, -1.8046], [-3.8737, -1.1176, 0.0054], [-3.1487, -2.0462, -1.2912], [-2.7724, -2.9105, 1.1789], [-1.4066, -2.8797, 0.0509], [-0.7002, -1.8400, 1.9862], [1.0550, -4.8607, -4.8122], [0.6900, -3.5528, -3.5171], [-0.4457, -2.7756, -3.5929], [-0.7122, -1.8228, -2.6129], [0.1074, -1.5760, -1.4948], [1.2823, -2.3644, -1.5156], [1.5687, -3.3203, -2.4719], [-1.1320, -2.8917, -4.4205], [-1.6115, -1.2702, -2.8702], [2.0636, -2.2177, -0.7907], [2.4945, -3.8764, -2.4121], [2.5182, 5.4869, -0.2580], [2.4047, 4.3739, -1.2665], [1.5179, 3.3043, -0.7874], [-0.0040, 3.2581, -1.1555], [-0.4346, 1.7317, -0.8561], [-1.4409, 4.7014, -0.0817], [0.0442, 3.3446, -2.7312], [-1.1063, 3.5811, -3.5884], [-1.1315, 5.0043, -4.0840], [3.2186, 6.2280, -0.6444], [2.9065, 5.1192, 0.6898], [1.5609, 5.9775, -0.0864], [3.3548, 3.8696, -1.4309], [2.0277, 4.7179, -2.2290], [-2.0133, 3.3173, -3.0391], [-0.9824, 2.8768, -4.4109], [-1.3877, 5.7061, -3.2924], [-1.8698, 5.0898, -4.8811], [-0.1603, 5.2756, -4.4962]],
  "lowdin_spin": [0.85, 0.00, 0.01, 0.00, 0.00, 0.01, 0.00, 0.00, 0.01, 0.00, 0.01, 0.00, 0.00, 0.00, 0.00, 0.00, 0.00, 0.00, 0.00, 0.00, 0.00, 0.00, 0.00, 0.00, 0.00, 0.00, 0.00, 0.00, 0.00, 0.00, 0.00, 0.00, 0.00, 0.00, 0.00, 0.00, -0.01, 0.00, 0.00, 0.00, 0.00, 0.00, 0.00, 0.00, 0.00, 0.00, 0.00, 0.00, 0.00, 0.00, 0.00, 0.00, 0.00, 0.00, 0.00, 0.00, 0.00, 0.00, 0.01, 0.02, 0.00, 0.01, -0.02, 0.01, 0.00, 0.00, 0.00, 0.00, 0.00, 0.00, 0.00, 0.00, 0.01, 0.06, 0.01, 0.00, 0.00, 0.00, 0.00, 0.00, 0.00, 0.00, 0.00, 0.00, 0.00, 0.00, 0.00, 0.00],
  "charge": 2,
  "relative_energy_kcal_mol": 6.1,
  "orbital_gap_ev": [6.81, 6.21],
  "multiplicity": 2
}



{
  "formula": "C7H19NO4P",
  "method": "ωB97M-V with the def2-TZVPD basis set",
  "species": ["C", "N", "C", "P", "C", "O", "O", "H", "H", "H", "H", "H", "H", "H", "H", "H", "H", "H", "O", "C", "O", "C", "C", "C", "H", "H", "H", "H", "H", "H", "H", "H"],
  "positions_angstrom": [[-5.6720, 1.1756, 1.6446], [-4.6027, 2.0653, 1.1504], [-3.7264, 1.5464, 0.1309], [-2.0701, 2.1073, 0.6342], [-0.6619, 1.4495, -0.3623], [-1.0138, 0.2519, -0.9931], [-0.9353, -0.7462, 0.0352], [-5.6146, 0.2063, 1.1511], [-5.5774, 1.0305, 2.7176], [-6.6494, 1.6012, 1.4291], [-4.9705, 2.9671, 0.8831], [-3.7176, 0.4558, 0.1315], [-3.9198, 1.8538, -0.9017], [-2.0330, 3.5020, 0.5471], [-1.9100, 1.8397, 1.9932], [0.1973, 1.3118, 0.2968], [-0.4136, 2.1661, -1.1446], [-1.7742, -1.2207, -0.0913], [5.2846, -4.0560, -0.4602], [4.8838, -2.9300, -0.4466], [3.6985, -2.6843, 0.1774], [3.1036, -1.3904, 0.2402], [2.3581, -1.0490, -1.0348], [5.6041, -1.8082, -1.1545], [3.8399, -0.6272, 0.4964], [2.4091, -1.4665, 1.0770], [3.0338, -0.9607, -1.8851], [1.8395, -0.0937, -0.9232], [1.6201, -1.8192, -1.2552], [5.3381, -1.8599, -2.2121], [6.6690, -2.0088, -1.0786], [5.3827, -0.8096, -0.7925]],
  "mulliken_charge": [-0.81, -0.24, -0.49, 0.12, -0.40, -0.23, -0.30, 0.29, 0.28, 0.31, 0.26, 0.34, 0.38, 0.19, 0.19, 0.33, 0.46, 0.33, -0.53, 0.70, -0.38, -0.50, -0.50, -0.88, 0.35, 0.32, 0.32, -0.02, 0.27, 0.25, 0.31, 0.29],
  "charge": 1,
  "relative_energy_kcal_mol": 64.0,
  "orbital_gap_ev": 8.53
}



{
  "formula": "C10H17N3O3",
  "method": "ωB97M-V with the def2-TZVPD basis set",
  "species": ["C", "C", "N", "N", "C", "O", "N", "H", "H", "H", "C", "H", "H", "C", "C", "C", "H", "H", "C", "C", "H", "H", "H", "H", "O", "C", "O", "H", "H", "H", "H", "H", "H"],
  "positions_angstrom": [[-1.2336, -1.8521, 0.3849], [-1.5164, -0.7007, -0.5441], [-2.5170, 0.0768, -0.4489], [-3.4393, -0.0513, 0.5201], [-4.5223, 0.8080, 0.6068], [-5.3440, 0.6771, 1.4863], [-4.5545, 1.7402, -0.3698], [-3.7703, 1.8049, -0.9958], [-5.2481, 2.4634, -0.3319], [-3.3934, -0.7845, 1.2215], [-0.5659, -0.4190, -1.6749], [0.0128, -1.3143, -1.9051], [-1.1457, -0.1447, -2.5571], [0.3800, 0.7464, -1.3561], [1.3153, 0.4593, -0.1847], [2.4078, -0.5761, -0.4431], [2.1477, -1.5746, -0.0993], [2.6351, -0.6206, -1.5095], [3.6112, -0.0213, 0.3372], [3.7283, -0.6057, 1.7416], [3.9755, -1.6622, 1.6851], [4.5111, -0.0892, 2.2903], [2.7917, -0.4849, 2.2810], [4.5559, -0.1584, -0.1985], [3.3926, 1.3870, 0.4215], [2.1174, 1.7086, 0.1832], [1.6998, 2.8270, 0.2507], [0.7163, 0.1959, 0.6927], [-0.2114, 1.6294, -1.1094], [0.9747, 0.9765, -2.2428], [-1.1831, -1.5114, 1.4206], [-0.2963, -2.3364, 0.1302], [-2.0320, -2.5930, 0.3173]],
  "mulliken_charge": [-1.66, 0.87, -0.46, 0.13, 0.44, -0.65, -0.30, 0.23, 0.22, 0.19, -1.01, 0.42, 0.41, -1.26, 0.94, -0.83, 0.24, 0.38, 0.37, -1.38, 0.37, 0.37, 0.31, 0.33, -0.39, 0.20, -0.59, 0.04, 0.39, 0.48, 0.42, 0.27, 0.52],
  "relative_energy_kcal_mol": 14.9,
  "orbital_gap_ev": 9.52,
  "smiles": "C/C(CC[C@H]1C[C@H](C)OC1=O)=N\\NC(N)=O"
}